# 1
The following is a DFT calculation (wB97M-V/def2-TZVPD) of C21H28BN5OPdS4 as an isolated structure.

Each line ends with the natural charge from an NBO analysis.
Element x y z (Å)
1 Pd 0.46 -0.13 -0.04  0.67
2 S -2.73 -2.70 1.70  0.40
3 C -2.83 -2.87 -0.01  -0.40
4 C -1.92 -2.10 -0.65  -0.29
5 C -1.11 -1.33 0.25  -0.08
6 C -1.44 -1.56 1.55  -0.37
7 C -0.76 -0.96 2.70  0.20
8 C -1.03 -1.27 4.03  -0.26
9 C -0.28 -0.67 5.03  -0.15
10 C 0.73 0.22 4.68  -0.28
11 C 0.93 0.48 3.34  0.06
12 N 0.20 -0.08 2.37  -0.49
13 H -3.55 -3.55 -0.44  0.24
14 H -1.84 -2.05 -1.73  0.23
15 H -1.81 -1.98 4.27  0.22
16 H -0.47 -0.91 6.07  0.22
17 H 1.33 0.71 5.43  0.23
18 H 1.70 1.17 3.00  0.22
19 C 1.48 -3.34 1.86  -0.41
20 N 2.55 -2.36 1.71  -0.36
21 C 3.46 -2.01 2.68  -0.09
22 C 4.28 -1.10 2.12  -0.04
23 N 3.89 -0.89 0.82  -0.48
24 B 4.77 0.07 -0.10  0.20
25 N 4.00 0.61 -1.34  -0.51
26 C 4.33 0.29 -2.65  -0.04
27 C 3.36 0.77 -3.46  -0.09
28 N 2.43 1.37 -2.63  -0.36
29 C 1.14 1.89 -3.05  -0.40
30 C 2.82 1.26 -1.35  0.32
31 S 1.94 1.86 0.01  -0.36
32 C 2.83 -1.68 0.57  0.28
33 S 1.91 -1.88 -0.90  -0.24
34 H 1.29 -3.48 2.92  0.21
35 H 1.76 -4.29 1.41  0.21
36 H 0.58 -2.97 1.37  0.25
37 H 3.42 -2.42 3.68  0.22
38 H 5.11 -0.55 2.54  0.23
39 H 5.70 -0.58 -0.53  -0.05
40 H 5.10 0.98 0.62  -0.05
41 H 5.22 -0.26 -2.88  0.23
42 H 3.24 0.71 -4.53  0.22
43 H 1.03 1.74 -4.12  0.21
44 H 1.06 2.95 -2.82  0.21
45 H 0.34 1.38 -2.53  0.24
46 C -4.62 1.69 -0.12  -0.62
47 C -3.61 2.68 0.45  -0.61
48 S -2.12 1.79 0.87  1.26
49 O -1.50 1.44 -0.46  -0.99
50 C -1.14 3.17 1.53  -0.60
51 C -0.86 4.27 0.51  -0.64
52 H -5.52 2.21 -0.47  0.22
53 H -4.93 0.95 0.63  0.22
54 H -4.19 1.15 -0.97  0.23
55 H -3.97 3.16 1.36  0.22
56 H -3.34 3.43 -0.29  0.23
57 H -0.21 2.68 1.84  0.24
58 H -1.67 3.52 2.42  0.22
59 H -0.64 3.82 -0.46  0.25
60 H 0.01 4.84 0.82  0.23
61 H -1.70 4.95 0.41  0.20

Summary:
E   -79228.6005 eV
Multiplicity   1
Relative energy (zero: lowest compared OMol25 entry of this formula, charge and spin)   0.145 eV
Highest occupied orbital energy   -7.363 eV



# 2
The following is a DFT calculation (wB97M-V/def2-TZVPD) of an isolated ion of composition C11H13ClN2O and charge +2.

Each line ends with the natural charge from an NBO analysis.
Element x y z (Å)
1 C -4.52 -0.77 0.08  -0.15
2 C -3.21 1.26 0.23  -0.26
3 C -3.46 -1.50 0.43  -0.06
4 C -1.16 1.15 1.28  -0.05
5 C -2.12 0.49 0.63  0.16
6 C -4.37 0.67 -0.21  0.01
7 C 0.72 0.38 0.24  0.17
8 C -1.08 -1.63 0.23  0.55
9 C 1.63 0.97 -0.49  0.11
10 C -0.76 -3.05 0.13  -0.80
11 C 3.22 2.33 -1.46  -0.27
12 N -2.18 -0.96 0.50  -0.40
13 N 0.17 0.59 1.55  -0.61
14 O 2.44 2.03 -0.38  -0.44
15 Cl -5.69 1.49 -0.93  0.17
16 H -5.42 -1.35 -0.03  0.29
17 H -2.99 2.36 0.19  0.27
18 H -3.51 -2.55 0.65  0.25
19 H -1.30 2.24 1.28  0.27
20 H 1.75 0.37 -1.51  0.26
21 H -1.10 -3.44 1.08  0.29
22 H 0.31 -3.34 0.07  0.31
23 H -1.43 -3.62 -0.54  0.31
24 H 4.22 1.84 -1.38  0.22
25 H 3.50 3.33 -1.36  0.23
26 H 2.57 2.27 -2.33  0.20
27 H 0.73 1.17 2.23  0.48
28 H 0.16 -0.35 2.13  0.47

Summary:
Net charge   +2
E   -29141.8292 eV
Multiplicity   1
Relative energy (zero: lowest compared OMol25 entry of this formula, charge and spin)   5.540 eV
Highest occupied orbital energy   -15.647 eV



# 3
The following is a DFT calculation (wB97M-V/def2-TZVPD) of C39H43ClEuP2Si2 as an isolated structure.

Each line ends with the Löwdin spin population.
Element x y z (Å)
1 C 3.68 -1.29 0.95  -0.01
2 C 2.53 -2.03 0.54  -0.01
3 C 2.40 -1.89 -0.87  -0.01
4 H 1.88 -2.62 1.19  0.00
5 C 3.47 -1.07 -1.34  0.00
6 C 4.26 -0.68 -0.21  -0.01
7 H 5.13 -0.04 -0.21  0.00
8 H 4.09 -1.23 1.96  0.00
9 H 1.62 -2.35 -1.47  0.00
10 H 3.64 -0.77 -2.37  0.00
11 Eu 1.89 0.60 -0.09  7.04
12 Si -1.91 0.96 0.46  0.00
13 C -2.51 -0.69 1.07  0.00
14 C -3.81 -0.75 1.58  0.00
15 H -4.41 0.17 1.63  0.00
16 C -4.38 -1.96 1.95  0.00
17 H -5.42 -2.00 2.31  0.00
18 C -3.66 -3.15 1.81  0.00
19 H -4.09 -4.10 2.13  0.00
20 C -2.39 -3.11 1.22  0.00
21 H -1.86 -4.06 1.02  0.00
22 C -1.82 -1.90 0.85  0.00
23 H -0.85 -1.90 0.34  0.00
24 C -1.01 0.31 -1.69  0.01
25 C -0.98 -1.06 -2.32  0.00
26 H -1.38 -1.94 -1.83  0.00
27 C -0.04 -1.27 -3.40  -0.01
28 H -0.07 -2.24 -3.90  0.00
29 C 0.92 -0.33 -3.68  0.00
30 H 1.70 -0.58 -4.40  0.00
31 C 0.94 0.92 -3.05  -0.01
32 H 1.73 1.63 -3.31  0.00
33 C -0.06 1.29 -2.14  0.01
34 H -0.17 2.32 -1.80  0.00
35 H -0.41 0.65 0.36  0.00
36 Si -2.52 0.04 -2.60  0.00
37 C -2.75 0.77 -4.23  0.00
38 C -3.58 0.03 -5.10  0.00
39 H -4.46 -0.48 -4.70  0.00
40 C -3.20 -0.09 -6.43  0.00
41 H -3.74 -0.77 -7.09  0.00
42 C -2.08 0.63 -6.90  0.00
43 H -1.73 0.47 -7.92  0.00
44 C -1.44 1.56 -6.07  0.00
45 H -0.60 2.15 -6.44  0.00
46 C -1.87 1.73 -4.75  0.00
47 H -1.48 2.52 -4.12  0.00
48 C -4.01 -0.92 -2.03  0.00
49 C -4.20 -2.30 -2.18  0.00
50 H -3.44 -2.91 -2.66  0.00
51 C -5.41 -2.88 -1.77  0.00
52 H -5.57 -3.95 -1.91  0.00
53 C -6.41 -2.09 -1.19  0.00
54 H -7.33 -2.54 -0.83  0.00
55 C -6.24 -0.70 -1.12  0.00
56 H -7.04 -0.06 -0.73  0.00
57 C -5.05 -0.12 -1.55  0.00
58 H -4.91 0.97 -1.53  0.00
59 H -2.94 1.83 0.04  0.00
60 Cl -1.35 2.40 1.94  0.00
61 C 2.79 4.07 2.67  0.00
62 P 3.26 2.51 1.83  0.00
63 C 4.64 3.03 0.75  0.00
64 C 4.16 1.67 3.20  0.00
65 C 5.44 2.04 3.60  0.00
66 C 6.06 1.38 4.67  0.00
67 C 5.40 0.35 5.33  0.00
68 C 4.11 -0.04 4.93  0.00
69 C 3.48 0.62 3.88  0.00
70 P 1.77 0.25 3.26  0.00
71 C 1.48 -1.42 3.96  0.00
72 C 0.80 1.24 4.46  0.00
73 H 1.94 4.50 2.12  0.00
74 H 3.63 4.77 2.65  0.00
75 H 2.48 3.88 3.71  0.00
76 H 5.20 3.84 1.23  0.00
77 H 5.30 2.19 0.53  0.00
78 H 4.22 3.40 -0.20  0.00
79 H 5.97 2.84 3.08  0.00
80 H 7.06 1.69 4.98  0.00
81 H 5.88 -0.16 6.16  0.00
82 H 3.62 -0.86 5.46  0.00
83 H 1.44 -1.37 5.06  0.00
84 H 0.52 -1.79 3.57  0.00
85 H 2.28 -2.11 3.65  0.00
86 H 1.04 0.92 5.48  0.00
87 H 1.02 2.31 4.35  0.00
88 H -0.27 1.09 4.26  0.00

Summary:
E   -107322.2317 eV
Multiplicity   8
Relative energy (zero: lowest compared OMol25 entry of this formula, charge and spin)   3.364 eV
Highest occupied orbital energy (spin up / spin down)   -5.129 / -5.131 eV



# 4
The following is a DFT calculation (wB97M-V/def2-TZVPD) of a 3-piece molecular cluster, C28H33FO5PS overall.

Each line ends with the natural charge from an NBO analysis.
Element x y z (Å)
1 C 1.88 -2.26 1.26  -0.39
2 C 1.28 -1.39 0.45  -0.29
3 P 0.84 0.19 -0.58  1.04
4 S 0.82 1.28 1.31  -0.48
5 C -1.01 -0.22 -0.28  -0.40
6 O -1.08 -1.46 0.47  -0.57
7 C -2.03 -1.44 1.55  -0.06
8 C -3.36 -2.23 1.04  -0.65
9 C 0.98 -0.75 -2.23  -0.80
10 C 0.10 -2.04 -2.50  0.04
11 C -1.35 -2.07 -3.17  -0.24
12 C -2.20 -3.33 -3.48  -0.26
13 C -1.64 -4.76 -3.14  -0.26
14 C -0.20 -4.82 -2.52  -0.24
15 C 0.66 -3.51 -2.21  0.01
16 C 2.13 -3.83 -1.64  -0.66
17 C 0.46 1.89 -1.43  -0.10
18 F 1.66 2.18 -2.27  -0.44
19 C -0.80 1.94 -2.39  -0.47
20 C -2.15 2.59 -1.73  -0.63
21 H 2.48 -3.11 1.73  0.23
22 H 2.23 0.53 -0.70  -0.08
23 H -0.21 2.21 1.36  0.11
24 H -1.44 0.66 0.36  0.19
25 H -1.69 -0.32 -1.17  0.18
26 H -1.58 -2.11 2.40  0.20
27 H -2.23 -0.43 2.04  0.18
28 H -3.39 -2.28 -0.11  0.23
29 H -3.26 -3.32 1.41  0.20
30 H -4.28 -1.76 1.53  0.19
31 H 0.89 -0.08 -3.19  0.25
32 H 2.09 -1.11 -2.28  0.24
33 H -1.80 -1.03 -3.44  0.21
34 H -3.24 -3.20 -3.97  0.21
35 H -2.30 -5.66 -3.41  0.21
36 H 0.22 -5.88 -2.30  0.21
37 H 2.80 -2.92 -1.50  0.24
38 H 1.98 -4.30 -0.59  0.23
39 H 2.58 -4.65 -2.30  0.21
40 H 0.40 2.77 -0.70  0.18
41 H -1.13 0.95 -2.87  0.21
42 H -0.55 2.65 -3.28  0.21
43 H -1.95 2.89 -0.64  0.22
44 H -2.97 1.75 -1.67  0.20
45 H -2.60 3.42 -2.38  0.20
46 C -1.47 7.51 -1.30  -0.22
47 C -0.86 8.34 -2.15  -0.24
48 C 0.47 8.02 -2.70  0.47
49 O 1.03 8.77 -3.48  -0.50
50 C 1.10 6.76 -2.27  -0.23
51 C 0.50 5.93 -1.42  -0.22
52 C -0.84 6.25 -0.87  0.48
53 O -1.39 5.50 -0.09  -0.48
54 H -2.45 7.73 -0.88  0.23
55 H -1.31 9.27 -2.48  0.23
56 H 2.08 6.54 -2.69  0.23
57 H 0.95 5.00 -1.09  0.25
58 C 2.03 -1.88 5.16  -0.21
59 C 3.19 -2.10 5.79  -0.24
60 C 3.43 -3.34 6.55  0.48
61 O 4.48 -3.54 7.12  -0.51
62 C 2.33 -4.33 6.60  -0.25
63 C 1.17 -4.11 5.97  -0.21
64 C 0.93 -2.87 5.21  0.46
65 O -0.12 -2.67 4.64  -0.46
66 H 1.84 -0.97 4.60  0.26
67 H 4.00 -1.38 5.76  0.23
68 H 2.52 -5.23 7.16  0.22
69 H 0.36 -4.83 6.00  0.23

Summary:
Net charge   -1
E   -62637.6771 eV
Multiplicity   1
Highest occupied orbital energy   -4.622 eV



# 5
The following is a DFT calculation (wB97M-V/def2-TZVPD) of a 2-piece molecular cluster, C3H13N3Si overall.

Each line ends with the natural charge from an NBO analysis.
Element x y z (Å)
1 C -2.03 -1.62 0.09  -0.59
2 C -0.57 -1.38 0.60  -0.39
3 C -0.42 -1.26 2.10  -0.62
4 N 1.80 3.75 -1.29  -1.28
5 N 3.45 1.56 -0.47  -1.44
6 N 0.89 1.20 -2.16  -1.30
7 Si 2.13 2.07 -1.29  2.03
8 H -2.34 -2.49 0.51  0.20
9 H -2.78 -0.72 0.42  0.18
10 H -1.96 -1.50 -1.07  0.21
11 H -0.06 -2.43 0.41  0.18
12 H -0.24 -0.59 0.04  0.21
13 H -1.23 -1.54 2.68  0.20
14 H 0.45 -1.80 2.43  0.21
15 H 0.84 3.97 -1.43  0.39
16 H 2.26 4.23 -0.58  0.41
17 H -0.29 -0.25 2.39  0.20
18 H 3.62 0.66 -0.07  0.39
19 H 1.28 0.54 -2.81  0.41
20 H 0.12 1.77 -2.48  0.40

Summary:
E   -15669.8007 eV
Multiplicity   1
Relative energy (zero: lowest compared OMol25 entry of this formula, charge and spin)   1.734 eV
Highest occupied orbital energy   -8.778 eV